1.
C21H35ClN3O10P2S | ωB97M-V/def2-TZVPD

```
73
Properties=species:S:1:pos:R:3:lowdin_charge:R:1
C -2.08495 -1.61274 -3.50673 0.001
C -2.90613 -0.45753 -2.62251 -0.270
O -3.95608 0.10443 -3.23141 -0.008
O -2.44565 -0.19640 -1.25029 -0.151
C -2.50980 1.22784 -0.89360 -0.202
C -2.48824 1.37847 0.76793 -0.119
C -1.32191 0.48410 1.49350 -0.632
Cl 0.17994 0.77610 0.43266 0.690
N -0.85158 1.10962 2.82444 0.060
C 0.06518 -0.02760 3.32393 -0.183
N 1.43137 0.01274 3.58739 -0.404
S 2.38369 1.47545 3.42901 0.822
C 2.06677 -1.32219 4.03008 -0.189
C 3.05714 -2.02242 2.88072 0.019
C 3.76852 -3.48659 3.19326 -0.020
C 3.42558 -4.16436 4.65493 -0.031
C 2.47336 -3.47921 5.80905 -0.030
C 1.76943 -2.02864 5.48103 -0.004
N -0.93105 -1.16373 3.41197 0.080
C -1.65250 -1.01888 2.05541 -0.481
P -3.48650 -1.32814 2.63752 0.803
O -3.91575 -0.12638 3.57401 -0.479
P -1.35269 -2.55787 0.96970 0.742
O -1.07679 -3.90479 1.81327 -0.370
O -2.77688 -2.95251 -0.01704 -0.245
O -0.02458 -2.42968 -0.15253 -0.219
H -1.08350 -1.95045 -3.00695 0.076
H -1.96341 -1.25668 -4.62953 0.107
H -2.81075 -2.55952 -3.55938 0.115
H -1.68247 1.89910 -1.41715 0.137
H -3.54844 1.71693 -1.22086 0.153
H -3.59064 1.12085 1.11045 0.128
H -2.32745 2.51950 1.07808 0.157
H -0.33427 2.00603 2.58268 0.108
H 2.23674 2.10787 4.70211 -0.043
H 3.24307 -1.46586 1.84177 0.108
H 4.42947 -3.96653 2.35330 0.102
H 3.89024 -5.21298 4.88817 0.095
H 2.22188 -3.96204 6.85510 0.105
H 1.03794 -1.45090 6.21173 0.110
H -0.57770 -2.11662 3.64328 0.122
H -4.36723 -1.56925 1.52241 0.036
H -3.40201 -2.50481 3.51084 0.060
H -2.86692 -3.95134 0.00315 0.104
H -0.30753 -1.85826 -0.93308 0.047
O 1.64468 5.20328 2.82993 0.058
C 2.85958 5.36717 2.93114 -0.518
O 3.43287 5.49507 4.14963 -0.015
C 4.85054 5.51705 4.38761 -0.231
C 5.40897 6.91427 4.19388 -0.061
C 3.71261 5.51939 1.70571 0.009
H 5.36433 4.76834 3.77884 0.113
H 4.99432 5.21760 5.43094 0.125
H 5.27205 7.26327 3.16624 0.070
H 6.47639 6.93861 4.42793 0.087
H 4.88757 7.62668 4.84049 0.090
H 3.64563 6.55102 1.34915 0.106
H 3.33590 4.84273 0.93439 0.092
H 4.75750 5.25451 1.86039 0.071
O -1.26420 -4.40712 -6.94318 0.072
C -1.91679 -3.61212 -7.61785 -0.508
O -1.29086 -2.66614 -8.35479 -0.010
C -1.94277 -1.80610 -9.30466 -0.228
C -2.54109 -0.59479 -8.61451 -0.069
C -3.41666 -3.61875 -7.56413 0.005
H -2.67524 -2.35857 -9.89915 0.116
H -1.16821 -1.47183 -10.00265 0.126
H -3.31113 -0.88253 -7.89281 0.066
H -2.98861 0.08345 -9.34560 0.084
H -1.77088 -0.05524 -8.05490 0.082
H -3.74522 -3.07050 -6.67680 0.091
H -3.75697 -4.65534 -7.49798 0.097
H -3.89123 -3.19750 -8.44911 0.071
```

Calculated values
Energy (Ha): -3278.273034
LUMO energy (eV): -4.063
Multiplicity: 1
Total charge: +1

2.
C2H4ClNO2 | ωB97M-V/def2-TZVPD

```
10
Properties=species:S:1:pos:R:3:nbo_charge:R:1
C -0.32303 0.67383 -0.00953 0.577
C -0.02658 -0.86442 0.00131 -0.688
N 0.74943 1.43997 -0.17750 -0.034
O -1.49039 0.96669 -0.11159 -0.510
O 1.97096 1.08804 0.39545 -0.491
Cl -3.42906 -0.94319 0.15648 -0.060
H -0.64216 -1.31683 0.92155 0.254
H -0.46387 -1.12883 -0.91725 0.240
H 1.03670 -0.99932 0.10479 0.216
H 2.61800 1.08407 -0.36372 0.496
```

Calculated values
Energy (Ha): -743.844378
LUMO energy (alpha / beta) (eV): -2.351 / -3.065
Multiplicity: 1
Total charge: 0

3.
C28H35N8O5RbS | ωB97M-V/def2-TZVPD

```
78
Properties=species:S:1:pos:R:3:lowdin_charge:R:1
Rb 0.29698 1.62343 -0.34667 0.752
C -0.49914 0.04535 -4.15211 -0.165
C -0.06413 1.48923 -4.42981 -0.213
N -0.10558 2.37061 -3.27224 -0.084
C -1.15203 3.37131 -3.28953 -0.225
C -2.51958 2.81508 -2.91457 -0.238
N -2.58560 2.43876 -1.51458 -0.086
C -3.87697 1.90216 -1.11173 -0.239
C -4.06191 0.41523 -1.42501 -0.174
C -3.47776 -0.52715 -0.37047 -0.255
N -2.04915 -0.74804 -0.50420 -0.069
C -1.71037 -1.85637 -1.37428 -0.231
C -0.20421 -2.05880 -1.48052 -0.217
N 0.49688 -0.91786 -2.02694 -0.087
C 0.56922 -0.83185 -3.47758 -0.198
H -0.76371 -0.41290 -5.11295 0.101
H -1.40427 0.05671 -3.53836 0.081
H -0.69501 1.90524 -5.23046 0.107
H 0.95810 1.46827 -4.82132 0.121
H 0.78656 2.81406 -3.09028 0.067
H -1.24129 3.85914 -4.27597 0.111
H -0.87953 4.15791 -2.57839 0.123
H -2.72452 1.93195 -3.52705 0.104
H -3.29437 3.55960 -3.17837 0.111
H -2.36542 3.24480 -0.94108 0.101
H -4.69820 2.46756 -1.58988 0.103
H -3.97937 2.04440 -0.03330 0.097
H -3.64281 0.18325 -2.40910 0.094
H -5.13806 0.22084 -1.49485 0.101
H -4.02717 -1.48550 -0.40493 0.105
H -3.65283 -0.09532 0.61704 0.063
H -1.64626 -0.87191 0.41967 0.072
H -2.11853 -1.65489 -2.37087 0.104
H -2.17143 -2.80460 -1.03810 0.111
H -0.02572 -2.97753 -2.06868 0.113
H 0.19012 -2.24498 -0.47923 0.092
H 1.43281 -0.83991 -1.63992 0.060
H 0.51730 -1.84524 -3.90994 0.107
H 1.55801 -0.44208 -3.73543 0.114
O 5.09352 2.16700 -5.06189 0.041
C 4.40966 2.13469 -4.04954 -0.314
C 3.66115 3.28770 -3.45030 -0.333
O 3.60807 4.42621 -3.90653 0.026
C 2.96731 2.77988 -2.25336 -0.383
C 3.28549 1.37921 -2.08633 -0.343
O 2.85822 0.64581 -1.15060 -0.137
C 4.13200 0.93280 -3.20290 -0.339
O 4.51140 -0.21824 -3.41389 0.018
O 2.18457 3.43125 -1.51863 -0.128
S -2.10200 1.44058 2.40317 0.466
C -0.84460 0.98058 3.46771 -0.950
N -0.72819 1.26311 4.72054 0.003
N 0.47064 0.70283 5.28485 -0.031
C 0.33658 -0.39132 6.11623 -0.276
C 1.33421 -0.67577 7.06000 -0.054
C 1.25404 -1.80527 7.85285 -0.128
C 0.17831 -2.67879 7.73887 -0.140
C -0.81432 -2.39390 6.81034 -0.111
C -0.74785 -1.26911 6.00330 -0.039
N 0.20539 0.25596 2.79026 -0.003
N 0.07177 -0.96873 2.82135 0.075
C 1.06043 -1.69480 2.07669 -0.255
C 2.04168 -1.11629 1.27333 -0.039
C 2.87742 -1.93387 0.52735 -0.072
C 2.75874 -3.31575 0.61004 -0.089
C 1.79642 -3.89038 1.43215 -0.103
C 0.94241 -3.07868 2.16168 -0.049
H 1.03491 1.43911 5.68142 0.118
H 2.18279 -0.00613 7.15097 0.100
H 2.04395 -2.00553 8.56801 0.089
H 0.11839 -3.56462 8.35861 0.081
H -1.66043 -3.06311 6.70357 0.093
H -1.51812 -1.05742 5.27636 0.095
H 2.11265 -0.03908 1.18392 0.078
H 3.58300 -1.47188 -0.15190 0.105
H 3.40956 -3.94266 0.01275 0.098
H 1.69596 -4.96785 1.48807 0.092
H 0.16379 -3.48747 2.79344 0.105
```

Calculated values
Energy (Ha): -2324.536238
LUMO energy (eV): 3.653
Multiplicity: 1
Total charge: -2

4.
C25H22IrN7O5Se | ωB97M-V/def2-TZVPD

```
61
Properties=species:S:1:pos:R:3:mulliken_spin:R:1
Ir 0.68317 0.93733 0.00102 0.100
C 2.68834 2.67853 4.77294 -0.008
C 1.68618 1.72974 4.92413 0.028
C 1.32748 0.90644 3.86485 -0.012
C 1.98212 1.05392 2.65236 -0.011
C 2.98296 2.00337 2.48477 0.013
C 3.33500 2.81619 3.55378 0.007
N 1.58310 0.25989 1.52637 0.000
C 1.60800 -1.14308 1.61281 0.000
C 2.06253 -1.89766 2.69571 0.004
C 2.07107 -3.27637 2.59065 -0.002
C 1.66584 -3.93535 1.42518 0.001
C 1.26179 -3.20571 0.32567 -0.001
C 1.23219 -1.82598 0.45177 0.002
N 0.94695 -0.91534 -0.58876 -0.020
N 0.96476 -1.26983 -1.78662 0.011
C 0.91479 -0.14541 -2.63937 -0.009
C 0.88999 -0.34658 -4.00414 0.000
C 0.91045 0.76808 -4.82996 0.000
C 0.97603 2.02510 -4.25254 0.001
C 0.99571 2.14548 -2.87437 0.003
N 0.96120 1.08158 -2.06886 -0.006
H 2.95857 3.31576 5.60361 -0.001
H 1.16415 1.63900 5.86705 0.001
H 0.52064 0.19195 3.96303 -0.002
H 3.49005 2.08250 1.53062 0.014
H 4.11968 3.55116 3.43421 0.000
H 2.41033 -1.41284 3.59590 0.000
H 2.41624 -3.86122 3.43271 0.000
H 1.69396 -5.01487 1.38146 0.000
H 0.98098 -3.67716 -0.60553 0.000
H 0.85864 -1.35633 -4.38645 0.000
H 0.87515 0.65327 -5.90427 0.000
H 0.98159 2.92185 -4.85479 0.000
H 1.00557 3.11725 -2.40169 0.004
C -2.53521 -3.42954 -0.70704 0.000
C -2.50900 -2.13671 -1.43950 0.001
N -2.05896 -0.99598 -0.96544 0.000
C -2.24717 -0.05804 -1.95330 0.000
C -2.82274 -0.65838 -3.05052 0.000
N -2.96877 -1.97053 -2.69923 0.000
C -3.27249 -0.29163 -4.42898 0.000
O -3.18200 0.97116 -4.79062 0.000
O -3.68816 -1.16365 -5.14866 0.000
C -1.81974 1.35446 -1.80335 -0.003
O -2.04542 2.15756 -2.70685 -0.002
O -1.19357 1.70344 -0.71669 -0.014
H -1.92474 -3.34289 0.18926 0.000
H -2.15263 -4.24313 -1.32330 0.000
H -3.55211 -3.68395 -0.40538 0.000
H -3.39178 -2.64586 -3.32016 0.000
H -2.88418 1.52509 -4.02174 0.000
C -2.26850 0.84146 2.41413 -0.001
O -1.27950 0.07782 1.72147 0.003
H -3.07252 0.19630 2.77597 0.000
H -2.69016 1.61496 1.76677 0.000
H -1.78956 1.31616 3.26694 0.000
H -1.72403 -0.30587 0.93806 -0.003
Se 0.59328 3.35470 0.50686 0.812
C -0.13782 3.54005 2.17740 -0.077
N -0.58770 3.67837 3.23059 0.168
```

Calculated values
Energy (Ha): -4230.912164
LUMO energy (alpha / beta) (eV): -5.064 / -6.328
Multiplicity: 2
Total charge: +1

Q: Among the records above, which one has the lowest total charge?
A: C28H35N8O5RbS

Q: energy of number 4 (C25H22IrN7O5Se)?
A: -4230.912164 Ha